No. 1
# C32H41IrN2SbSe

C32H41IrN2SbSe as an isolated structure (ωB97M-V/def2-TZVPD, the OMol25 dataset).

Properties
orbital gap = 5.88 eV
charge = +1
HOMO = -9.83 eV
electronic energy = -4099.25828 Ha
multiplicity = 1
ΔE to the lowest compared entry with this formula, charge and spin = 0.0 kcal/mol

Structure (XYZ):
```
78
Properties=species:S:1:pos:R:3:forces:R:3
Ir -0.312641 0.516915 -0.558627 0.201 -0.204 -2.856
C -1.945270 1.962760 -0.575250 0.359 0.984 0.048
C -0.729944 2.603494 -1.056902 -0.811 0.213 0.567
C -0.438821 2.005312 -2.315932 0.411 0.183 -0.045
C -1.372602 0.983548 -2.597774 0.083 -0.287 -0.193
C -2.309181 0.950414 -1.526915 -0.202 -0.057 0.952
C -3.599776 0.201406 -1.389335 -0.016 -0.049 -0.194
C -1.430250 0.235375 -3.895203 -0.022 0.031 -0.098
C 0.644345 2.460892 -3.235198 -0.051 0.034 -0.050
C -0.155637 3.863148 -0.496625 0.189 0.009 0.073
C -2.865746 2.650965 0.380647 -0.177 -0.115 0.090
H -4.421909 0.918490 -1.346253 -0.013 -0.007 -0.032
H -3.629946 -0.378121 -0.466507 0.014 0.008 0.007
H -3.794478 -0.469843 -2.222059 0.025 -0.007 -0.026
H -1.587504 0.939400 -4.715226 0.001 0.009 0.004
H -2.250844 -0.474923 -3.925422 -0.047 -0.014 0.036
H -0.513341 -0.309400 -4.118692 0.018 0.004 0.021
H 0.232002 3.237497 -3.885708 -0.004 0.009 0.012
H 1.017880 1.668021 -3.879781 -0.011 -0.041 0.004
H 1.478013 2.901758 -2.692525 0.017 -0.019 0.017
H -0.713469 4.744168 -0.822508 -0.066 -0.040 -0.022
H 0.880226 4.005207 -0.805215 0.001 -0.017 -0.005
H -0.173253 3.836278 0.592698 -0.003 0.028 0.004
H -3.429874 3.419994 -0.153790 0.060 0.010 -0.097
H -2.313887 3.130536 1.185229 -0.035 0.016 -0.006
H -3.589843 1.975973 0.833449 -0.046 0.040 -0.048
C 2.198779 -3.425719 0.157440 0.011 0.015 0.082
C 0.929319 -3.511865 -0.676601 0.082 -0.063 -0.005
Sb -0.601345 -2.031086 -0.472200 -0.327 -0.310 0.439
C -1.650462 -2.774178 1.218668 -0.035 -0.047 0.155
C -0.858300 -2.827139 2.523341 0.026 -0.044 0.015
C -1.828309 -2.791487 -2.048652 0.073 -0.247 -0.088
C -2.822315 -3.870653 -1.634270 -0.050 -0.058 0.036
H 2.837926 -4.287442 -0.040280 -0.021 -0.017 -0.007
H 1.995014 -3.401273 1.227722 -0.023 0.028 -0.008
H 2.777198 -2.534244 -0.083772 0.043 0.016 -0.044
H 0.375677 -4.431502 -0.467589 0.055 -0.025 0.021
H 1.180365 -3.529893 -1.737409 -0.075 -0.055 -0.025
H -1.980621 -3.777992 0.948923 -0.060 0.025 -0.043
H -2.543487 -2.151207 1.310276 0.024 0.007 0.074
H -0.052632 -3.560246 2.459866 0.014 0.008 -0.009
H -1.508048 -3.134760 3.343721 -0.020 -0.016 -0.013
H -0.419430 -1.869829 2.791293 -0.004 0.037 -0.004
H -1.135292 -3.185404 -2.797672 -0.013 0.049 -0.019
H -2.336378 -1.950242 -2.498570 -0.078 0.081 -0.058
H -2.326407 -4.746870 -1.214110 0.026 0.007 0.000
H -3.400474 -4.212924 -2.493710 0.017 0.014 -0.020
H -3.530852 -3.509258 -0.887915 -0.001 0.022 -0.011
C -1.649900 1.483341 4.936783 -0.012 -0.010 -0.016
C -2.344037 1.395255 3.712989 0.012 -0.007 -0.009
C -1.686153 1.004514 2.581560 -0.009 -0.098 0.025
C -0.311710 0.680344 2.579895 -0.098 -0.086 -0.241
C 0.365530 0.266918 1.373444 0.377 0.247 0.735
C 1.612780 -0.289508 1.571473 -0.111 0.025 0.012
C 2.267795 -0.342033 2.823900 0.018 -0.021 -0.041
C 1.672353 0.171025 3.932059 -0.074 -0.001 -0.012
C 0.350731 0.673399 3.832614 0.103 0.015 0.135
C -0.337322 1.114459 4.990881 -0.017 -0.009 -0.017
H -2.166524 1.807693 5.829987 0.003 0.004 0.012
H -3.401412 1.626010 3.674610 -0.016 -0.001 0.013
H -2.213802 0.885086 1.650644 0.043 -0.094 0.106
H 2.144669 -0.709962 0.734594 0.101 -0.024 -0.110
H 3.255675 -0.782720 2.886802 0.002 -0.002 -0.024
H 2.165148 0.158576 4.895947 0.008 0.016 0.004
H 0.198201 1.125589 5.932270 0.003 0.012 0.009
Se 2.020127 -0.923589 -2.779895 0.194 0.125 0.105
N 1.715272 0.314756 -1.510231 0.290 -0.540 0.940
C 2.886744 0.790725 -1.125769 -0.084 0.541 -0.048
C 3.078106 1.835246 -0.155169 -0.065 -0.300 -0.165
C 4.341352 2.236117 0.099748 0.197 -0.049 -0.048
C 5.489600 1.656400 -0.564003 -0.140 0.126 0.112
C 5.359445 0.686615 -1.489852 -0.231 -0.097 -0.077
C 4.032122 0.222735 -1.811417 0.151 0.149 0.102
N 3.774122 -0.697245 -2.711141 -0.185 -0.060 -0.148
H 2.216833 2.246937 0.350967 -0.007 0.001 0.024
H 4.517221 3.014256 0.830754 -0.013 0.013 -0.005
H 6.470296 2.031608 -0.305381 0.012 -0.014 -0.002
H 6.202559 0.253403 -2.008145 0.006 -0.012 -0.001
```
Forces are in eV/Å.

---

No. 2
# C32H41MnN7O2S

C32H41MnN7O2S as an isolated structure (ωB97M-V/def2-TZVPD, the OMol25 dataset).

Properties
⟨S²⟩ = 0.785
orbital gap (alpha / beta) = 6.91 / 6.41 eV
charge = 0
HOMO (alpha / beta) = -6.66 / -6.17 eV
electronic energy = -3326.98315 Ha
multiplicity = 2
ΔE to the lowest compared entry with this formula, charge and spin = 0.0 kcal/mol

Structure (XYZ):
```
84
Properties=species:S:1:pos:R:3:forces:R:3
Mn 0.044670 -0.179206 -0.664273 0.025 -0.039 0.038
C 4.166582 -3.631767 4.404843 0.001 0.003 -0.003
C 3.927518 -2.967486 3.076200 0.017 0.021 0.009
C 3.267152 -3.633469 2.053573 -0.023 -0.023 -0.025
C 3.049074 -3.030522 0.820617 -0.006 0.020 0.013
C 3.513065 -1.744965 0.608392 -0.018 -0.024 0.019
C 4.190888 -1.062770 1.614376 0.014 0.041 0.005
C 4.386712 -1.669384 2.840035 -0.011 -0.039 0.009
S 3.238876 -0.934684 -0.941801 -0.027 0.070 -0.004
O 2.661533 -1.928130 -1.819904 0.003 -0.032 0.002
O 4.504762 -0.370259 -1.339268 0.022 0.011 -0.017
N 2.128433 0.203487 -0.664958 0.085 0.033 0.028
C 2.467742 1.546819 -0.603908 -0.020 0.038 -0.021
C 3.701886 2.131616 -0.358154 0.024 -0.049 0.003
C 3.862236 3.526190 -0.310147 -0.020 0.007 -0.002
C 2.818502 4.386802 -0.502492 0.013 -0.022 0.004
C 1.538956 3.847052 -0.747017 -0.013 0.036 0.000
C 0.399038 4.660181 -0.945393 0.006 -0.015 -0.001
C -0.814945 4.082860 -1.168065 0.005 -0.015 0.004
C -0.902038 2.678438 -1.178216 -0.066 0.012 0.005
N 0.128913 1.887328 -0.985932 0.085 0.029 0.031
C 1.362685 2.445614 -0.788306 -0.010 0.012 -0.036
H 3.494712 -4.477565 4.547357 0.001 0.000 0.002
H 4.017795 -2.932138 5.228150 0.000 -0.001 0.001
H 5.190893 -4.004744 4.473313 -0.002 0.001 -0.002
H 2.889778 -4.635107 2.222291 0.001 0.003 0.005
H 2.494988 -3.538123 0.041819 0.042 0.010 0.001
H 4.559280 -0.059167 1.441793 -0.007 -0.006 -0.036
H 4.905428 -1.133176 3.626631 0.002 -0.006 0.001
H 4.573530 1.511110 -0.235534 -0.007 -0.022 0.010
H 4.853302 3.918032 -0.116610 0.001 0.000 -0.002
H 2.949443 5.460643 -0.467705 0.003 -0.002 -0.002
H 0.512385 5.737502 -0.915015 -0.001 0.000 0.000
H -1.710219 4.670041 -1.322037 0.002 0.003 0.002
H -1.864623 2.207099 -1.322982 0.004 -0.021 -0.008
C -1.564738 0.256668 1.985065 -0.016 0.019 0.010
N -0.169155 0.195781 1.544885 -0.018 -0.058 -0.097
C 0.518284 1.380170 2.065002 0.051 0.022 -0.008
C 0.457345 -1.015841 2.121079 -0.044 -0.010 0.035
C 0.040862 -2.247234 1.365247 -0.019 0.017 -0.020
C -0.158610 -3.448221 2.033353 0.017 -0.010 0.015
C -0.399170 -4.612246 1.314959 -0.001 0.002 -0.014
C -0.432990 -4.544416 -0.071681 0.006 0.009 0.006
C -0.256420 -3.323454 -0.718603 0.001 -0.017 0.015
C -0.024166 -2.118795 -0.038695 -0.019 -0.021 0.047
H -1.620344 0.458692 3.063050 0.002 0.015 -0.005
H -2.054705 -0.697956 1.805557 0.002 -0.015 -0.004
H -2.095086 1.045652 1.449882 -0.004 0.004 0.009
H 0.460478 1.409692 3.161415 0.002 -0.003 -0.002
H 0.056028 2.285433 1.668749 -0.001 -0.008 0.013
H 1.565632 1.358689 1.769421 -0.023 -0.001 0.012
H 0.226798 -1.080296 3.195323 -0.009 -0.006 -0.003
H 1.537095 -0.885135 2.024800 0.019 -0.009 0.014
H -0.098613 -3.482670 3.117975 -0.008 0.000 -0.002
H -0.550624 -5.554995 1.826492 0.000 0.002 -0.001
H -0.598715 -5.445834 -0.652062 0.001 0.000 0.003
H -0.265910 -3.334594 -1.805732 -0.014 0.015 -0.021
N 0.350873 -0.517464 -2.721539 -0.024 0.033 -0.043
C -0.650248 -1.021518 -3.668973 -0.038 0.012 0.003
C -2.042281 -0.477739 -3.378087 0.032 0.010 0.013
C -2.633293 -1.052677 -2.097911 0.025 0.005 0.011
N -2.101441 -0.413123 -0.879222 -0.081 -0.015 -0.001
H 0.725004 0.365059 -3.057730 -0.005 -0.007 -0.008
H 1.151180 -1.151560 -2.665372 -0.007 -0.015 0.028
H -0.676998 -2.108870 -3.584939 0.000 -0.013 -0.009
H -0.362002 -0.792307 -4.699214 -0.003 0.023 0.001
H -2.696181 -0.730403 -4.217484 -0.009 -0.016 0.007
H -2.010631 0.617048 -3.319235 -0.002 -0.001 -0.012
H -2.394079 -2.115955 -2.044023 0.012 -0.009 0.007
H -3.725485 -0.973090 -2.113791 -0.003 0.014 -0.012
H -2.271787 -1.060814 -0.118072 0.033 -0.022 0.020
H -2.677515 0.406452 -0.681974 0.021 0.024 -0.025
C -5.462626 1.623591 -2.645702 0.008 -0.001 0.006
C -5.163295 2.312174 -1.359667 0.011 0.029 0.002
N -4.162308 2.050087 -0.552601 -0.006 -0.018 -0.018
C -4.282380 2.929316 0.502726 0.003 -0.010 0.005
C -5.367721 3.727229 0.328301 -0.009 -0.003 -0.003
N -5.922387 3.323884 -0.865300 -0.007 0.003 0.005
H -4.594131 1.043728 -2.948543 -0.005 -0.001 -0.005
H -5.691563 2.340882 -3.434716 -0.002 -0.003 -0.002
H -6.311404 0.944892 -2.545974 0.003 -0.003 0.005
H -3.579305 2.935257 1.319017 0.001 0.001 -0.004
H -5.787302 4.519749 0.921492 0.004 0.000 -0.003
H -6.742934 3.708938 -1.298641 0.001 -0.001 0.000
```
Forces are in eV/Å.

---

No. 3
# C32H41N2OPb

C32H41N2OPb as an isolated structure (ωB97M-V/def2-TZVPD, the OMol25 dataset).

Properties
orbital gap (alpha / beta) = 6.01 / 5.81 eV
charge = +1
HOMO (alpha / beta) = -9.35 / -9.23 eV
electronic energy = -1621.10618 Ha
multiplicity = 1
ΔE to the lowest compared entry with this formula, charge and spin = 77.8 kcal/mol

Structure (XYZ):
```
77
Properties=species:S:1:pos:R:3:forces:R:3
C 1.388792 -3.091958 -0.852630 0.589 0.884 -0.483
C 2.276780 -2.268298 -1.607490 -0.978 -1.346 2.407
C 1.801887 -2.227710 -2.941153 -2.588 -0.965 -1.436
C 0.593920 -2.968457 -3.008559 2.065 1.658 -0.535
C 0.351645 -3.521515 -1.721194 0.614 -0.001 0.990
Pb -0.927250 -0.487770 -0.724941 1.388 -0.923 -0.628
C -2.583596 2.242021 -1.442313 -2.808 1.747 -1.980
C -2.846852 1.782536 -0.050187 0.898 -1.500 0.356
H -2.830419 2.540324 0.747374 0.882 -0.267 -0.270
C -2.935061 0.443293 0.340281 -1.247 1.623 0.704
H -3.630154 -0.280903 -0.120833 1.032 0.255 -0.355
H -2.661066 0.202590 1.380076 -0.822 0.264 -0.147
C -3.130630 3.680606 -1.683528 -0.519 -0.006 0.409
H -2.698410 4.336439 -0.918215 0.029 0.131 -0.311
H -2.775203 3.958265 -2.672679 -0.068 0.389 0.055
H -4.225789 3.846515 -1.666700 0.459 -0.570 0.125
C -3.324687 1.299788 -2.484726 0.640 -0.057 0.133
H -3.046906 0.235760 -2.363635 0.039 0.405 -0.232
H -4.440078 1.295215 -2.486718 0.788 0.504 0.539
H -3.017852 1.623228 -3.482006 0.043 -0.232 0.004
C 3.467130 -1.579062 -1.061286 0.341 0.239 -0.071
H 3.218879 -1.022365 -0.143077 0.069 -0.192 -0.221
H 4.263218 -2.298561 -0.809871 -0.182 0.198 -0.025
H 3.868714 -0.873936 -1.798903 0.019 -0.098 0.244
C 2.439590 -1.485069 -4.046501 0.297 0.221 -0.458
H 2.227156 -0.407044 -3.974762 0.163 -0.193 -0.054
H 3.531881 -1.610539 -4.028824 -0.242 0.065 -0.050
H 2.079773 -1.837228 -5.019549 0.079 0.115 0.161
C -0.269988 -3.120559 -4.193396 -0.307 -0.200 -0.668
H -0.283550 -2.201486 -4.794580 -0.081 -0.249 0.060
H 0.080426 -3.935116 -4.845836 -0.181 0.160 0.054
H -1.300538 -3.356256 -3.899033 0.170 0.077 -0.194
C -0.776894 -4.409215 -1.355466 -0.315 -0.192 0.145
H -1.675257 -4.178665 -1.947183 0.224 -0.117 0.192
H -0.523696 -5.467694 -1.547834 -0.076 0.327 0.034
H -1.028012 -4.325731 -0.285854 0.069 -0.043 -0.377
C 1.551505 -3.448519 0.581886 0.239 -0.219 0.348
H 0.605955 -3.810117 1.011337 0.282 0.106 -0.016
H 2.300188 -4.253350 0.697729 -0.269 0.252 0.149
H 1.898566 -2.584341 1.173489 -0.122 -0.260 -0.122
C -0.417711 1.245551 -2.137356 -1.369 -1.752 0.364
C -0.994860 2.540159 -1.756937 2.392 -2.758 5.262
C -0.033656 1.025504 -3.395611 0.138 -0.100 -1.840
C -0.298294 3.641355 -2.468641 -0.399 1.742 -0.585
H -0.602305 2.297017 -0.575515 -0.663 2.446 -2.290
C 0.168649 2.117106 -4.284608 -0.032 0.417 -0.087
H -0.025059 0.022526 -3.819151 0.619 -0.022 0.222
C 0.161397 3.452127 -3.762695 -0.641 -0.906 -0.509
H -0.158410 4.650700 -2.020408 -0.510 -0.871 -0.252
H 0.372081 1.905710 -5.340467 -0.025 0.282 0.435
H 0.414875 4.268214 -4.481286 0.106 -0.540 1.167
C 1.560089 1.268290 5.499431 0.290 -0.008 0.371
N 1.662255 1.267107 4.050246 0.656 0.424 1.190
N 0.769316 0.638608 3.257760 -0.799 -0.502 -0.354
C 1.194692 0.707446 1.965621 -0.985 -0.802 -1.353
O 0.494043 0.200674 1.002403 0.924 0.816 1.070
C 2.442323 1.370017 2.003990 0.202 -0.104 -0.811
C 2.715251 1.675645 3.311052 -0.603 -0.136 0.271
C 3.888524 2.311901 3.956518 0.340 0.222 -0.193
C -0.462331 0.080308 3.729237 -0.366 0.131 -0.115
C -1.419709 0.917295 4.309153 -0.200 -0.135 -0.133
C -2.651985 0.378136 4.693339 0.053 -0.269 0.000
C -2.903451 -0.994494 4.504022 0.059 0.261 -0.020
C -1.926119 -1.820434 3.926581 -0.381 0.340 0.142
C -0.708497 -1.277623 3.530154 0.171 0.206 0.151
H 2.313769 0.598710 5.944227 -0.295 0.176 -0.143
H 0.561708 0.942252 5.806386 0.366 0.104 -0.106
H 1.734058 2.288234 5.867166 -0.105 -0.302 -0.072
H 3.051232 1.569249 1.135235 -0.029 0.023 0.145
H 3.606445 3.174674 4.562833 -0.048 -0.053 -0.029
H 4.439817 1.617312 4.595006 -0.142 -0.041 -0.026
H 4.574237 2.656104 3.182785 -0.032 0.003 0.067
H -1.199179 1.982178 4.440286 -0.145 -0.397 -0.072
H -3.414594 1.033158 5.138227 0.400 -0.416 -0.223
H -3.872759 -1.413955 4.806590 0.530 0.200 -0.151
H -2.122129 -2.883457 3.784874 0.061 0.301 0.044
H 0.072190 -1.888421 3.086875 -0.151 0.024 -0.012
```
Forces are in eV/Å.